No. 1
{"formula": "C48H109N14O14", "method": "ωB97M-V with the def2-TZVPD basis set", "symbols": ["C", "C", "C", "C", "C", "C", "N", "O", "C", "C", "C", "H", "H", "H", "H", "H", "H", "H", "H", "H", "H", "H", "H", "H", "H", "H", "H", "H", "H", "C", "C", "O", "N", "C", "H", "H", "H", "H", "H", "H", "H", "C", "C", "O", "N", "C", "H", "H", "H", "H", "H", "H", "H", "C", "C", "O", "N", "C", "H", "H", "H", "H", "H", "H", "H", "C", "C", "O", "N", "C", "H", "H", "H", "H", "H", "H", "H", "C", "C", "O", "N", "C", "H", "H", "H", "H", "H", "H", "H", "C", "C", "O", "N", "C", "H", "H", "H", "H", "H", "H", "H", "C", "C", "O", "N", "C", "H", "H", "H", "H", "H", "H", "H", "C", "C", "O", "N", "C", "H", "H", "H", "H", "H", "H", "H", "C", "C", "O", "N", "C", "H", "H", "H", "H", "H", "H", "H", "C", "C", "O", "N", "C", "H", "H", "H", "H", "H", "H", "H", "C", "C", "O", "N", "C", "H", "H", "H", "H", "H", "H", "H", "C", "C", "O", "N", "C", "H", "H", "H", "H", "H", "H", "H", "C", "C", "O", "N", "C", "H", "H", "H", "H", "H", "H", "H"], "positions_angstrom": [[1.7960, -1.5907, -1.5705], [0.7284, -0.7599, -0.8645], [-0.1240, -1.7401, 0.0213], [-1.1165, -1.0805, 0.9099], [-0.4438, -0.0615, 1.8589], [0.4136, 0.9857, 1.0228], [1.2978, 0.3124, 0.0326], [2.1569, 1.2155, -0.7357], [1.2467, 1.8250, 2.1715], [-0.6878, 1.9002, 0.3407], [-0.3195, -0.1844, -1.9676], [2.1552, -2.2944, -0.8195], [2.6378, -1.0669, -2.0235], [1.3177, -2.2964, -2.2496], [0.5449, -2.3487, 0.6298], [-0.7026, -2.4226, -0.6011], [-1.5420, -1.8332, 1.5735], [-1.9767, -0.7214, 0.3448], [0.3057, -0.7140, 2.3069], [-1.1405, 0.4027, 2.5569], [1.9294, 1.1093, 2.6296], [0.6686, 2.3571, 2.9269], [2.0512, 2.4894, 1.8559], [-1.2380, 2.5246, 1.0447], [-1.4460, 1.2479, -0.0927], [-0.4832, 2.6545, -0.4191], [-0.4162, -0.4831, -3.0114], [-0.3351, 0.9054, -1.9508], [-1.3494, -0.5029, -1.8067], [2.2549, -0.1200, 5.6887], [3.5779, 0.2782, 6.4593], [4.4540, 1.0610, 5.9092], [3.6992, -0.1021, 7.7416], [2.8715, -1.0654, 8.4305], [1.8130, 0.8432, 5.4336], [1.5919, -0.7858, 6.2411], [2.5700, -0.7397, 4.8492], [4.5140, 0.3350, 8.1480], [2.8321, -2.0429, 7.9499], [1.8020, -0.8565, 8.4569], [3.2498, -1.2417, 9.4374], [5.7002, 2.2114, 1.2684], [5.0715, 1.0231, 1.9130], [5.4218, 0.7996, 3.0752], [4.2643, 0.2251, 1.2170], [3.6254, -0.8894, 1.7349], [6.0904, 1.9541, 0.2837], [6.4948, 2.7302, 1.8046], [4.8434, 2.8787, 1.1750], [3.9297, 0.5786, 0.3321], [2.6701, -0.8470, 2.2579], [4.1693, -1.2694, 2.5998], [3.6752, -1.6910, 0.9979], [0.9800, -6.5349, -5.1842], [1.5137, -5.9615, -3.8690], [1.6088, -6.6974, -2.8994], [1.7365, -4.6565, -3.8890], [1.9441, -3.8229, -5.0732], [0.1726, -5.9803, -5.6623], [0.6895, -7.5062, -4.7838], [1.7715, -6.8513, -5.8636], [2.0389, -4.3588, -2.9724], [2.7067, -3.0458, -5.0210], [1.0092, -3.4953, -5.5279], [2.2070, -4.4385, -5.9335], [-3.5604, 2.6742, 2.6899], [-4.7940, 1.8960, 3.1637], [-4.6541, 0.9320, 3.9178], [-5.9849, 2.3057, 2.8257], [-7.1231, 1.5554, 3.2802], [-2.7393, 2.1660, 3.1956], [-3.4107, 3.7110, 2.9913], [-3.3121, 2.4638, 1.6497], [-5.9572, 2.9219, 2.0259], [-6.8240, 0.5176, 3.1329], [-7.9976, 1.7023, 2.6463], [-7.4494, 1.7918, 4.2930], [3.0101, 6.4156, 0.8377], [2.9735, 6.6538, -0.6617], [3.6947, 7.4270, -1.2185], [1.9356, 6.1768, -1.3871], [1.3206, 4.8337, -1.1264], [3.9058, 6.7490, 1.3618], [3.1079, 5.3950, 1.2076], [2.1164, 6.7992, 1.3299], [1.8294, 6.5913, -2.3020], [0.5016, 4.7209, -1.8368], [0.8855, 4.9821, -0.1381], [1.9840, 3.9767, -1.0100], [-0.7872, 3.0396, -4.5889], [-1.6287, 4.2970, -4.5960], [-2.7451, 4.2397, -4.0626], [-1.1890, 5.4589, -4.9457], [-2.0367, 6.6548, -4.7926], [-0.2039, 2.9038, -3.6781], [-0.2007, 3.1333, -5.5029], [-1.3292, 2.0940, -4.5771], [-0.1830, 5.5375, -4.9021], [-2.5881, 6.7458, -3.8569], [-2.8487, 6.6758, -5.5194], [-1.4892, 7.5972, -4.8104], [-3.3286, 0.1628, -4.4359], [-4.5337, -0.5659, -3.9802], [-5.1038, -0.2617, -2.9558], [-5.0832, -1.5069, -4.6622], [-6.2639, -2.3077, -4.3325], [-2.6611, 0.0888, -3.5773], [-3.4686, 1.1984, -4.7457], [-2.8981, -0.5354, -5.1537], [-4.8043, -1.6827, -5.6169], [-7.1598, -1.7205, -4.5342], [-6.2394, -2.6928, -3.3131], [-6.2788, -3.1780, -4.9887], [5.5390, 6.0976, -4.4827], [5.3508, 4.7240, -3.7786], [6.3016, 3.9244, -3.7276], [4.1489, 4.3680, -3.3458], [3.9275, 3.0116, -2.7239], [5.0928, 6.8522, -3.8350], [4.8809, 6.0579, -5.3506], [6.5983, 6.3453, -4.5511], [3.3324, 4.7398, -3.8096], [4.2901, 2.1078, -3.2135], [2.8999, 2.6483, -2.7196], [4.2461, 3.0514, -1.6823], [-4.6674, -5.8165, -5.3209], [-4.2086, -5.2774, -3.9950], [-4.9190, -5.4643, -3.0397], [-3.0431, -4.6205, -3.9504], [-2.2980, -4.4155, -2.6780], [-4.0861, -5.3242, -6.1005], [-5.7226, -5.6337, -5.5235], [-4.3960, -6.8715, -5.2823], [-2.5880, -4.4260, -4.8309], [-1.3034, -4.0414, -2.9208], [-2.2708, -5.4494, -2.3337], [-2.9231, -3.8237, -2.0094], [7.3390, 4.8141, 5.5492], [6.0124, 4.1744, 5.0915], [5.9476, 3.0527, 4.6232], [4.9270, 4.8695, 5.0963], [3.6298, 4.4194, 4.7150], [7.4093, 5.8687, 5.2829], [8.0763, 4.2120, 5.0182], [7.4884, 4.7804, 6.6283], [4.9519, 5.8558, 5.3122], [3.1854, 3.7529, 5.4542], [3.6595, 3.7343, 3.8677], [3.0873, 5.3600, 4.6200], [-2.3808, -5.2118, 2.4778], [-1.1469, -5.8023, 1.8462], [-0.2902, -6.3815, 2.5145], [-1.0269, -5.4998, 0.5778], [0.1014, -5.7183, -0.3758], [-3.2005, -5.9057, 2.2914], [-2.6760, -4.1805, 2.2840], [-2.4184, -5.2399, 3.5667], [-1.7976, -4.9373, 0.2466], [0.7289, -4.8363, -0.2476], [-0.4425, -5.7202, -1.3204], [0.5869, -6.6934, -0.4145], [-4.9280, -0.9459, 0.3553], [-6.3390, -1.4999, 0.3233], [-6.8075, -1.9011, 1.4201], [-7.0010, -1.5194, -0.8173], [-8.3410, -2.0634, -0.9708], [-4.5611, -0.7649, -0.6550], [-4.3069, -1.6921, 0.8508], [-4.9105, 0.0062, 0.8856], [-6.5172, -1.2791, -1.6707], [-8.4066, -2.2263, -2.0465], [-9.1159, -1.3912, -0.6020], [-8.4785, -3.0150, -0.4574], [2.2074, -4.9202, 3.4501], [1.1937, -4.0672, 4.2168], [1.4834, -4.0502, 5.4437], [0.3504, -3.2978, 3.5837], [-0.5530, -2.3529, 4.2408], [3.1814, -4.4571, 3.2920], [1.7582, -5.0052, 2.4606], [2.1915, -5.9626, 3.7681], [0.4920, -3.3571, 2.5855], [0.0731, -1.6066, 4.7298], [-1.2477, -2.8491, 4.9185], [-1.2500, -1.7949, 3.6156]], "homo_ev": [-8.31, -8.31], "multiplicity": 2, "lumo_energy_ev": [-0.56, -1.61]}

=====

No. 2
{"formula": "C48H116N12O8", "method": "ωB97M-V with the def2-TZVPD basis set", "symbols": ["C", "C", "N", "C", "C", "C", "C", "H", "H", "H", "H", "H", "H", "H", "H", "H", "H", "H", "H", "H", "H", "H", "C", "C", "N", "C", "C", "C", "C", "H", "H", "H", "H", "H", "H", "H", "H", "H", "H", "H", "H", "H", "H", "H", "C", "C", "N", "C", "C", "C", "C", "H", "H", "H", "H", "H", "H", "H", "H", "H", "H", "H", "H", "H", "H", "H", "C", "C", "N", "C", "C", "C", "C", "H", "H", "H", "H", "H", "H", "H", "H", "H", "H", "H", "H", "H", "H", "H", "C", "C", "O", "N", "C", "H", "H", "H", "H", "H", "H", "H", "C", "C", "O", "N", "C", "H", "H", "H", "H", "H", "H", "H", "C", "C", "O", "N", "C", "H", "H", "H", "H", "H", "H", "H", "C", "C", "O", "N", "C", "H", "H", "H", "H", "H", "H", "H", "C", "C", "O", "N", "C", "H", "H", "H", "H", "H", "H", "H", "C", "C", "O", "N", "C", "H", "H", "H", "H", "H", "H", "H", "C", "C", "O", "N", "C", "H", "H", "H", "H", "H", "H", "H", "C", "C", "O", "N", "C", "H", "H", "H", "H", "H", "H", "H"], "positions_angstrom": [[0.2568, -4.0904, -6.7989], [0.7514, -4.4315, -5.3661], [2.1723, -4.2257, -5.3979], [2.6960, -3.8722, -4.0098], [2.2324, -2.4444, -3.6451], [2.8082, -5.4134, -5.9896], [4.3488, -5.3774, -6.1135], [0.5482, -3.0800, -7.0856], [-0.8218, -3.9351, -6.8231], [0.5552, -4.8610, -7.5097], [0.2549, -3.7249, -4.7010], [0.4302, -5.4218, -5.0430], [2.4456, -4.5878, -3.2266], [3.7709, -3.6946, -3.9770], [1.1956, -2.4087, -3.3105], [2.8962, -2.0289, -2.8869], [2.1830, -1.7610, -4.4928], [2.4042, -5.6298, -6.9785], [2.4986, -6.2409, -5.3512], [4.6682, -4.4313, -6.5506], [4.7527, -6.2133, -6.6847], [4.8118, -5.4374, -5.1286], [-2.0836, -5.7274, 1.9610], [-1.0214, -4.6462, 1.6402], [-0.7005, -4.5501, 0.2211], [-1.8791, -3.9920, -0.4811], [-1.7481, -3.8998, -2.0105], [0.4594, -3.6309, 0.0370], [1.8350, -4.1799, 0.5397], [-3.0893, -5.3078, 1.9861], [-1.9712, -6.2179, 2.9279], [-2.1533, -6.4835, 1.1789], [-1.2926, -3.6567, 2.0083], [-0.1479, -4.9606, 2.2113], [-2.7289, -4.6486, -0.2943], [-2.1783, -2.9865, -0.1853], [-1.5815, -4.8450, -2.5271], [-2.7088, -3.6212, -2.4436], [-1.0049, -3.1536, -2.2913], [0.2732, -2.6533, 0.4816], [0.5204, -3.2604, -0.9863], [2.5206, -3.3335, 0.5009], [2.2580, -4.9543, -0.1002], [1.9527, -4.5655, 1.5524], [4.0232, 4.9866, -0.5252], [3.0368, 5.3308, 0.5939], [3.4988, 4.9191, 1.9155], [3.5729, 3.4822, 2.0929], [2.2137, 2.8194, 1.7556], [4.6720, 5.6595, 2.4098], [4.5423, 5.8980, 3.8666], [3.9982, 3.9337, -0.8061], [5.0272, 5.1983, -0.1575], [3.8086, 5.5266, -1.4474], [2.9562, 6.4179, 0.5909], [2.0304, 4.9491, 0.4220], [4.3944, 3.0102, 1.5539], [3.7781, 3.2795, 3.1441], [1.4360, 3.4046, 2.2464], [2.1437, 2.7947, 0.6682], [2.1414, 1.7825, 2.0837], [4.8403, 6.6329, 1.9490], [5.5618, 5.0390, 2.3032], [5.4649, 6.2770, 4.3062], [4.4555, 4.9591, 4.4134], [3.8278, 6.6800, 4.1239], [-1.3290, 4.4156, 7.2249], [0.0333, 3.7762, 7.6168], [0.8483, 3.5269, 6.4045], [0.3821, 2.4126, 5.5825], [0.6191, 1.0744, 6.2838], [1.2502, 4.6591, 5.5676], [1.8280, 5.8505, 6.3504], [-1.2101, 5.4441, 6.8841], [-1.9198, 4.5348, 8.1331], [-2.0197, 3.8312, 6.6170], [0.6067, 4.4718, 8.2296], [-0.1665, 2.8780, 8.2011], [0.9305, 2.4958, 4.6442], [-0.6225, 2.5450, 5.1809], [-0.0829, 0.9563, 7.1093], [1.6740, 1.0000, 6.5476], [0.4149, 0.3098, 5.5343], [1.9809, 4.4282, 4.7925], [0.4021, 5.0545, 5.0086], [1.1652, 6.1110, 7.1756], [2.7814, 5.5867, 6.8080], [1.9226, 6.6298, 5.5941], [-0.6798, 0.0029, -0.8780], [-0.6705, -0.1162, 0.6672], [-1.7406, -0.0061, 1.2509], [0.4891, -0.3407, 1.2906], [0.6787, -0.7129, 2.7008], [-1.6126, -0.0792, -1.4358], [-0.0194, -0.7109, -1.3704], [-0.3059, 0.9918, -1.1433], [1.2044, -0.5381, 0.6054], [0.7207, -1.7858, 2.8886], [-0.1340, -0.3270, 3.3161], [1.5630, -0.3210, 3.2035], [-6.2675, -0.9040, -2.4857], [-5.0674, -1.2010, -3.3913], [-3.9376, -1.2754, -2.8949], [-5.3565, -1.3756, -4.6587], [-4.3725, -1.7340, -5.6511], [-6.1676, -0.0739, -1.7864], [-6.5652, -1.7892, -1.9237], [-7.1548, -0.5752, -3.0267], [-6.3358, -1.2724, -4.8834], [-4.1614, -0.7817, -6.1375], [-4.7415, -2.4877, -6.3468], [-3.4480, -2.0827, -5.1908], [-3.1050, -2.0677, 3.9191], [-4.1331, -2.4947, 2.8967], [-4.9640, -3.3475, 3.1953], [-4.0628, -1.8454, 1.7092], [-4.9701, -2.1257, 0.6101], [-3.5492, -1.8444, 4.8891], [-2.6981, -1.1036, 3.6141], [-2.2976, -2.7817, 4.0814], [-3.2825, -1.2185, 1.5739], [-5.1098, -3.1784, 0.3641], [-4.6728, -1.5751, -0.2824], [-5.9394, -1.7572, 0.9458], [-1.1128, -0.1841, -4.1269], [-0.9420, 0.1936, -5.5894], [-1.6095, -0.3884, -6.4386], [-0.0702, 1.1195, -5.8870], [-0.0015, 1.8402, -7.1614], [-1.3441, -1.2313, -3.9324], [-1.8728, 0.4540, -3.6760], [-0.1837, 0.0490, -3.6067], [0.2785, 1.5891, -5.0637], [-0.9941, 2.0470, -7.5616], [0.6530, 1.4141, -7.9219], [0.4233, 2.8268, -6.9764], [2.4666, -3.0588, 5.1955], [1.3225, -4.0851, 5.0518], [1.5085, -5.1391, 4.4855], [0.1150, -3.7458, 5.3852], [-0.3601, -2.5897, 6.1503], [3.0369, -3.0293, 4.2670], [3.1449, -3.4100, 5.9730], [2.1749, -2.0345, 5.4274], [-0.5851, -4.4527, 5.2111], [-0.8421, -1.8469, 5.5147], [0.3719, -2.1463, 6.8253], [-1.2216, -2.8958, 6.7437], [3.5666, 0.7049, -1.9303], [3.4275, -0.1326, -0.6475], [2.4712, -0.8676, -0.4850], [4.3222, -0.0148, 0.3039], [4.1117, -0.5040, 1.6750], [2.9040, 0.2816, -2.6852], [4.5866, 0.8107, -2.3000], [3.1149, 1.6709, -1.7045], [5.1900, 0.4873, 0.1817], [5.0573, -0.7325, 2.1668], [3.4643, -1.3808, 1.6638], [3.6041, 0.2145, 2.3185], [0.7134, 3.7654, -1.5656], [0.0815, 3.4684, -2.9543], [0.3213, 2.3702, -3.4462], [-0.7453, 4.3847, -3.5102], [-1.3096, 4.2297, -4.8396], [0.2557, 3.0980, -0.8355], [0.5193, 4.8132, -1.3365], [1.8022, 3.7200, -1.5405], [-0.8803, 5.2871, -3.0772], [-2.3861, 4.3797, -4.9227], [-1.1402, 3.2408, -5.2656], [-0.9312, 4.9924, -5.5202], [-4.8339, 2.4572, -2.9026], [-5.5066, 2.9443, -1.6345], [-6.5156, 3.6353, -1.6584], [-4.9682, 2.7285, -0.4771], [-3.8710, 1.9206, -0.0768], [-3.9597, 3.0865, -3.0698], [-5.4693, 2.5817, -3.7795], [-4.5459, 1.4090, -2.8222], [-5.5216, 3.0633, 0.2986], [-4.0300, 0.9236, -0.4876], [-3.7446, 1.8104, 1.0003], [-2.9466, 2.3060, -0.5070]], "smiles": "CCN(CC)CC.CCN(CC)CC.CCN(CC)CC.CCN(CC)CC.CNC(C)=O.CNC(C)=O.CNC(C)=O.CNC(C)=O.CNC(C)=O.CNC(C)=O.CNC(C)=O.CNC(C)=O", "homo_ev": -8.09, "e_above_lowest_kcal_mol": 43.3, "multiplicity": 1, "lumo_energy_ev": 0.09}

=====

no.,largest force on an atom (Eh/bohr)
1,0.133
2,0.075